Record 1
86
Properties=species:S:1:pos:R:3:forces:R:3 method="wB97M-V/def2-TZVPD" spin_multiplicity=1 homo_lumo_gap_ev=7.57 largest_force_ev_per_a=0.6 e_lumo_ev=0.15
Mg -0.41989 1.45079 0.63723 -0.5 -0.2 -0.1
Br 4.13061 2.56073 1.52960 0.0 0.0 -0.1
C 3.19860 2.61407 -0.16107 -0.2 0.0 -0.1
C 3.86183 2.89202 -2.23662 0.0 0.0 0.1
C 2.68495 3.43258 -3.07486 0.0 0.0 0.0
Br 3.28650 4.18864 -4.76664 0.0 0.0 0.0
C 1.30403 2.70911 -3.05853 0.1 0.0 0.1
C 0.47506 2.75750 -4.28106 0.0 0.0 0.1
C -0.80360 2.37032 -4.31994 -0.1 0.0 0.1
C -1.61457 1.99363 -3.16624 0.1 0.2 -0.1
N -1.30769 1.78559 -1.94167 0.4 0.0 0.1
C 1.14433 1.26799 -2.38371 0.0 0.2 0.0
C 1.76434 1.96506 -0.12440 0.2 -0.1 0.2
O 1.40364 1.30552 1.04437 0.6 0.1 -0.2
H 4.83670 2.94154 -2.71584 0.0 0.0 0.0
H 0.93587 3.09507 -5.20123 0.0 0.0 0.0
H -1.33513 2.42577 -5.26318 0.0 0.0 0.0
H -2.69126 2.01439 -3.32966 0.0 0.0 0.0
C -3.23022 -1.04615 -3.31312 0.1 0.0 0.0
C -2.74471 -1.25660 -1.87899 0.0 0.0 0.0
C -3.38959 -0.23461 -0.93687 -0.2 0.0 0.0
P -0.89374 -1.34538 -1.56879 0.0 0.1 -0.1
C -0.65579 -3.20787 -1.43489 -0.1 0.0 -0.1
C -1.38187 -4.17155 -2.38098 0.0 -0.1 0.0
C 0.82276 -3.59349 -1.36862 0.0 0.0 0.0
C -0.00613 -0.92984 -3.15641 -0.2 -0.2 0.0
C -0.15333 -1.83373 -4.21865 0.0 0.0 -0.1
C 0.62348 -1.81827 -5.36835 -0.1 0.0 0.1
C 0.39589 -2.81160 -6.47922 0.0 0.1 0.0
C 1.62116 -0.85276 -5.45157 0.0 0.0 0.1
C 1.74583 0.08939 -4.45002 0.1 0.0 -0.1
C 0.92746 0.10171 -3.32005 0.1 0.2 -0.1
N 0.00513 1.57646 -1.49641 0.0 -0.2 0.1
C 0.55081 2.73891 -0.70805 0.0 0.1 -0.1
C 2.22245 1.00310 -1.30107 -0.1 0.2 0.1
C 2.36424 -0.44109 -0.88626 0.0 -0.1 0.0
C 3.60906 1.67744 -1.33113 -0.1 0.0 -0.1
C 3.47753 3.85774 -1.07608 -0.1 -0.1 0.0
C 4.42633 4.92746 -0.60569 0.0 0.0 0.0
C 2.28151 4.37462 -1.91736 0.0 -0.1 0.0
C 0.89160 3.70122 -1.84658 0.0 -0.1 0.0
C -0.17928 4.74714 -2.12611 0.0 0.0 0.0
H -4.28428 -0.75619 -3.30832 0.0 0.0 0.0
H -3.14360 -1.94717 -3.92077 0.1 0.0 0.0
H -2.66700 -0.25494 -3.81421 -0.1 -0.1 0.0
H -3.07486 -2.24056 -1.53269 -0.1 0.0 0.0
H -3.16305 0.79155 -1.23143 -0.1 -0.2 0.0
H -3.04079 -0.37240 0.08893 0.0 0.0 0.1
H -4.47477 -0.36683 -0.93918 0.0 0.0 0.0
H -1.08537 -3.36283 -0.43699 0.0 -0.1 0.0
H -0.83910 -4.29451 -3.31917 0.0 -0.1 0.1
H -2.40835 -3.87794 -2.60826 0.0 0.0 0.0
H -1.42283 -5.15779 -1.91024 0.0 0.0 0.0
H 1.34517 -3.28401 -2.27686 0.0 0.0 0.0
H 0.91848 -4.67918 -1.28302 0.0 0.0 0.0
H 1.33385 -3.14536 -0.51924 0.0 0.1 0.0
H -0.90347 -2.60500 -4.13936 0.0 0.1 0.0
H -0.20757 -3.65405 -6.14003 0.0 0.0 0.0
H 1.34173 -3.20002 -6.85994 0.0 0.0 0.0
H -0.12678 -2.34516 -7.31788 0.0 0.0 0.0
H 2.28033 -0.81890 -6.31275 0.0 0.0 0.0
H 2.49211 0.87268 -4.55338 0.0 0.0 0.0
H 2.83077 -1.03459 -1.67809 0.0 0.0 0.0
H 1.39565 -0.87389 -0.64050 0.1 0.0 0.0
H 2.98310 -0.49180 0.01159 0.0 0.0 0.0
H 4.44627 0.98985 -1.23547 0.0 0.0 0.0
H 5.36657 4.50142 -0.25660 0.0 0.0 0.0
H 3.98714 5.49419 0.21850 0.0 0.0 0.0
H 4.63956 5.61605 -1.42678 0.0 0.0 0.0
H 2.25603 5.45439 -2.05496 0.0 0.0 0.0
H -0.14191 5.47745 -1.31435 0.0 0.0 0.0
H -1.18123 4.32842 -2.14828 0.0 0.0 0.0
H 0.00867 5.27249 -3.06696 0.0 0.0 0.0
C -1.96072 -0.95486 3.70489 -0.1 0.0 -0.1
P -0.64461 -0.23099 2.66806 0.1 0.3 0.1
C 0.37427 0.66291 3.89335 0.0 0.0 0.0
C 0.40993 -1.66382 2.29087 0.0 0.0 -0.1
H -1.51913 -1.50450 4.53733 0.0 0.0 0.0
H -2.57650 -1.63354 3.11355 0.0 0.0 0.0
H -2.60284 -0.16598 4.09709 0.0 0.0 0.0
H 0.69774 -0.01133 4.68901 0.0 0.0 0.0
H -0.19103 1.48736 4.33037 0.0 0.0 0.0
H 1.24027 1.07084 3.36759 0.0 0.0 0.0
H 0.68861 -2.17141 3.21599 0.0 0.0 0.0
H 1.30336 -1.29266 1.78506 0.0 0.0 0.0
H -0.10770 -2.36169 1.63198 0.0 0.0 0.0

Record 2
87
Properties=species:S:1:pos:R:3:forces:R:3 method="wB97M-V/def2-TZVPD" spin_multiplicity=1 homo_lumo_gap_ev=10.25 total_charge=+1 relative_energy_kcal_mol=0.0 largest_force_ev_per_a=2.1 e_lumo_ev=-2.45
C 3.53143 -3.18013 -2.23783 -0.3 0.3 0.4
C 2.88809 -2.29342 -1.48245 0.0 -0.1 -0.7
C 2.45029 -0.97295 -2.06471 0.9 0.3 1.9
N 0.99971 -0.90497 -2.25198 1.1 0.3 -0.8
N 0.07284 -1.42389 -1.43425 -0.4 0.2 -0.2
C -1.11625 -1.11000 -1.96577 -0.4 -0.4 0.3
C -2.44193 -1.47440 -1.35682 0.2 0.4 -0.3
Br -2.15529 -2.31171 0.38129 -0.1 0.1 0.0
C -3.34641 -2.25368 -2.31608 0.1 -0.6 0.1
C -3.11137 -3.76880 -2.38918 -0.5 0.1 -0.4
N -0.98665 -0.40308 -3.07108 1.0 -0.2 0.0
C 0.36672 -0.27628 -3.23574 -2.1 0.1 -0.2
N 0.93944 0.42306 -4.24053 0.8 0.2 0.2
H 3.65662 -4.19871 -1.89914 0.5 0.1 0.1
H 3.94150 -2.86214 -3.18865 -0.3 -0.4 -0.3
H 2.70452 -2.46959 -0.42635 -0.3 -0.2 -0.1
H 2.69746 -0.18648 -1.34024 0.0 0.1 -0.2
H 2.97196 -0.71819 -2.98057 -0.4 -0.2 -0.3
H 0.25953 -1.93964 -0.58458 0.2 0.0 0.0
H -2.92715 -0.52189 -1.14731 0.0 0.0 0.1
H -4.37969 -2.03184 -2.06067 0.0 0.0 0.1
H -3.18124 -1.85206 -3.31687 -0.1 0.3 0.1
H -2.90541 -4.23615 -1.43053 0.2 0.1 0.0
H -2.35604 -4.02103 -3.13329 0.3 0.0 0.3
H -4.03353 -4.22188 -2.75797 0.0 0.0 0.0
H 1.52508 1.21303 -4.02799 0.2 -0.1 0.0
H 0.84858 0.17091 -5.20609 -0.4 -0.1 0.0
O -6.30943 -0.70861 -2.53611 0.0 -0.2 0.0
S -7.64626 -0.21984 -2.73043 -0.2 0.5 -0.2
O -8.73778 -1.13662 -2.81502 0.2 -0.2 0.1
O -7.65437 0.73767 -4.00189 0.0 0.0 0.3
C -7.15388 0.21670 -5.25194 0.1 -0.3 -0.5
C -8.11257 -0.75592 -5.91008 -0.1 -0.1 0.2
C -8.01470 1.00349 -1.52067 0.1 0.1 0.0
H -6.17215 -0.23381 -5.09303 0.0 0.0 0.2
H -7.01409 1.08901 -5.88714 0.0 0.1 0.2
H -8.23079 -1.66275 -5.31895 0.0 0.0 0.0
H -7.73925 -1.04059 -6.89391 0.0 0.1 0.0
H -9.09841 -0.30564 -6.02152 0.0 0.0 -0.1
H -7.19519 1.71514 -1.47189 0.0 0.0 0.0
H -8.12747 0.48591 -0.57047 0.0 -0.1 0.0
H -8.94557 1.49315 -1.79269 0.0 0.0 0.0
O 3.33290 -2.46668 1.92121 0.1 0.1 -0.2
S 3.21441 -1.83212 3.20605 -0.3 -0.2 0.6
O 4.16746 -0.84111 3.60202 0.1 0.0 -0.3
O 3.11920 -2.95880 4.31964 -0.1 0.3 -0.2
C 4.16252 -3.95984 4.37623 0.5 -0.4 0.1
C 5.45847 -3.42639 4.95320 0.0 0.3 -0.1
C 1.59547 -1.17437 3.40761 0.0 -0.1 0.0
H 4.31147 -4.38842 3.38376 -0.1 0.1 -0.1
H 3.76563 -4.74556 5.01523 -0.2 0.1 0.0
H 5.90498 -2.67339 4.30546 0.0 0.0 0.0
H 6.17610 -4.23805 5.07070 -0.1 -0.1 0.0
H 5.28394 -2.96386 5.92430 0.0 -0.1 0.0
H 0.86468 -1.92847 3.12704 0.0 0.0 0.0
H 1.51732 -0.30673 2.75474 0.1 0.0 0.0
H 1.46123 -0.87093 4.44150 0.0 0.0 0.0
O -0.15416 0.60108 5.37315 -0.1 -0.1 0.1
S -0.09810 1.99322 5.71834 0.1 0.4 -0.2
O -0.58273 2.44209 6.98347 0.0 -0.2 0.0
O -0.79789 2.82929 4.55389 0.3 -0.1 0.1
C -2.15188 2.48329 4.19374 -0.6 -0.1 -0.1
C -3.16979 2.94541 5.21760 0.1 0.0 0.2
C 1.53932 2.59603 5.48455 0.0 0.0 -0.1
H -2.22056 1.40738 4.01964 0.1 0.0 0.1
H -2.32907 2.98161 3.24214 0.2 0.1 0.0
H -3.04778 2.42362 6.16527 0.0 0.0 0.0
H -4.17961 2.75325 4.85451 0.0 0.0 -0.1
H -3.05963 4.01174 5.41276 0.0 0.0 -0.1
H 1.90392 2.27623 4.51192 0.0 0.0 0.0
H 2.15013 2.16919 6.27723 0.0 0.0 0.0
H 1.52721 3.67957 5.56383 0.0 0.0 0.0
O 3.48456 3.36045 -2.24052 -0.1 -0.3 -0.1
S 4.91986 3.39864 -2.30616 0.4 0.4 0.3
O 5.63881 2.25688 -2.78506 -0.3 -0.1 -0.1
O 5.48539 3.81857 -0.88012 -0.1 0.0 -0.3
C 5.08058 3.04848 0.27245 -0.1 -0.4 0.5
C 5.75531 1.69213 0.34729 0.0 0.0 -0.2
C 5.44267 4.82366 -3.19381 0.0 0.1 0.0
H 3.99253 2.95705 0.28440 0.0 0.1 -0.1
H 5.36589 3.65256 1.13090 0.1 0.2 -0.1
H 5.44754 1.04596 -0.47437 0.0 0.0 0.0
H 5.49647 1.19556 1.28340 0.0 0.1 0.0
H 6.83791 1.79892 0.29072 0.0 0.0 0.1
H 4.91259 5.69264 -2.81417 0.0 0.0 0.0
H 5.19683 4.65512 -4.24001 0.0 -0.1 0.0
H 6.51698 4.93373 -3.07459 0.0 0.0 0.0

Record 3
25
Properties=species:S:1:pos:R:3:forces:R:3 method="wB97M-V/def2-TZVPD" spin_multiplicity=1 homo_lumo_gap_ev=9.52 total_charge=+1 relative_energy_kcal_mol=60.3 smiles="CC[N@@+]1(C(N)=O)C=CN(C)C1" largest_force_ev_per_a=3.9 e_lumo_ev=-2.77
C 2.13055 1.60932 0.25465 0.9 1.9 -3.3
C 0.93352 1.22667 -0.64491 0.1 1.2 1.8
N 0.36362 0.00106 0.02662 0.3 0.1 0.9
C 1.32249 -1.22621 0.26558 0.3 1.4 -1.9
N 1.97751 -1.55995 -0.85522 0.5 -0.1 -0.3
O 1.36665 -1.71270 1.32034 -0.2 -0.8 1.7
C -0.16195 0.42201 1.35772 -0.8 -0.4 2.6
C -1.52443 0.27376 1.30464 0.8 1.0 -0.1
N -1.99976 -0.08022 0.03315 2.8 0.5 2.0
C -3.23037 -0.76205 -0.14609 -1.3 -0.2 1.7
C -0.77656 -0.42284 -0.74620 -3.1 -0.6 0.4
H 2.50666 0.67321 0.58697 1.4 -0.3 0.5
H 2.82709 2.22356 -0.44966 -0.6 -1.5 1.4
H 1.95095 2.29031 1.06830 -0.6 -0.1 0.3
H 1.19461 0.95031 -1.69906 -0.4 0.7 0.9
H 0.13641 2.03474 -0.44505 0.9 -1.4 -1.3
H 2.11983 -0.92463 -1.62185 -0.3 0.1 0.0
H 2.76300 -2.17724 -0.71131 -0.1 -0.3 0.0
H 0.56745 0.59989 2.30169 -2.0 -0.4 -2.9
H -2.25274 0.60435 2.09039 0.9 -0.7 -0.8
H -3.39314 -0.71474 -1.19305 -1.0 0.0 -0.9
H -3.22660 -1.83364 0.18159 0.1 0.7 -0.2
H -4.00576 -0.17565 0.48249 1.0 -1.1 -1.4
H -0.72450 -1.41433 -1.12789 0.1 -1.5 0.6
H -0.86455 0.09499 -1.63383 0.3 1.7 -1.9

Record 4
17
Properties=species:S:1:pos:R:3:forces:R:3 method="wB97M-V/def2-TZVPD" spin_multiplicity=1 homo_lumo_gap_ev=9.81 total_charge=+1 relative_energy_kcal_mol=57.6 smiles="CNCCC=[NH2+]" largest_force_ev_per_a=3.7 e_lumo_ev=-3.75
C -1.35288 1.43351 0.97648 -2.2 1.4 -2.5
N -0.25888 0.56249 0.72461 1.3 -1.3 1.0
C 0.67304 0.95209 -0.36849 -0.1 -0.3 2.2
C 1.29127 -0.31980 -0.88194 -0.2 -0.6 -3.1
C 0.10580 -1.19249 -0.57653 -1.7 0.6 -1.5
N 0.11142 -2.32097 0.04550 -0.3 0.3 -0.9
H -2.03846 1.33858 0.09994 0.3 0.1 0.3
H -1.96372 1.12262 1.75688 -0.7 -1.0 1.7
H -1.32972 2.53934 1.11579 1.4 -0.5 -0.1
H 0.19535 0.31493 1.63906 -0.1 0.4 -1.5
H 1.25492 1.67538 0.09427 2.0 1.4 0.0
H 0.09808 1.41342 -1.09858 -1.1 0.8 -1.5
H 1.43021 -0.34389 -2.08256 -0.7 0.3 2.6
H 2.29513 -0.63582 -0.61138 -0.2 -0.1 1.0
H -0.83948 -0.93487 -1.17666 1.5 -0.4 1.2
H 0.98508 -2.64339 0.34789 1.2 -0.8 0.9
H -0.65716 -2.96113 -0.00429 -0.4 -0.2 0.2

Record 5
20
Properties=species:S:1:pos:R:3:forces:R:3 method="wB97M-V/def2-TZVPD" spin_multiplicity=1 homo_lumo_gap_ev=9.94 total_charge=+1 relative_energy_kcal_mol=50.1 largest_force_ev_per_a=4.8 e_lumo_ev=-3.11
C 2.33166 -2.93148 0.55912 -0.9 -1.6 1.7
C -2.56302 2.04002 -1.07974 0.3 -0.9 0.8
C -1.61274 1.77756 1.16911 0.5 -2.0 2.1
C -0.55016 0.67848 -0.72609 0.2 -1.1 2.1
N 2.61640 -1.72400 -0.27594 -1.1 2.5 4.0
N -1.57517 1.34997 -0.23586 -0.3 0.9 0.6
O 0.33510 0.12641 -0.02374 0.0 0.4 -0.6
H 2.94788 -3.69874 0.14160 0.1 -0.8 -0.1
H 2.60704 -2.89363 1.66859 0.1 0.9 -1.7
H 1.26324 -3.27283 0.65710 1.0 0.7 -1.0
H -2.37867 3.06573 -1.21018 0.8 1.6 0.3
H -2.58991 1.67454 -2.08523 -0.4 -0.9 -0.3
H -3.46051 1.98527 -0.48890 -0.8 -0.3 -0.6
H -1.24819 0.94244 1.92839 -0.5 1.5 -2.0
H -0.90559 2.60137 1.26881 -0.4 0.2 0.3
H -2.64607 1.98902 1.55402 1.0 0.2 -0.9
H -0.65903 0.52516 -1.76201 0.3 -0.2 -1.6
H 3.48468 -1.37801 0.20814 -0.8 0.1 -1.2
H 2.82579 -1.92543 -1.25000 -0.5 0.2 0.0
H 1.77727 -0.93185 -0.01718 1.6 -1.5 -1.8

Record 6
52
Properties=species:S:1:pos:R:3:forces:R:3 method="wB97M-V/def2-TZVPD" spin_multiplicity=1 homo_lumo_gap_ev=7.12 smiles="CN(C)B(O)c1cccc2nsnc12.CCOC(C)=O.CCOC(C)=O" largest_force_ev_per_a=6.3 e_lumo_ev=-1.17
C 1.35683 0.61271 2.62643 -0.1 -1.5 1.0
N 1.12678 0.32849 1.17388 1.7 2.8 -0.5
C 2.10807 -0.70575 0.71402 -0.4 -1.7 0.8
B 1.13213 1.55603 0.33472 -0.1 -0.6 -0.1
O 0.52660 2.81711 0.70165 1.5 -1.3 0.2
C 1.85167 1.42036 -1.14769 -1.1 -0.9 -2.7
C 1.00696 0.81471 -2.32121 4.0 1.5 0.3
C 1.66363 0.67135 -3.74336 3.7 1.8 2.7
C 3.16659 1.10555 -3.90422 -2.5 -0.4 1.3
C 4.00258 1.67976 -2.71443 0.2 0.7 2.5
N 5.37761 2.12025 -2.61840 -3.6 -0.4 1.9
S 5.63081 2.68528 -1.00517 -2.6 -1.4 -1.6
N 4.12454 2.43478 -0.19269 -0.1 -1.8 -6.0
C 3.34584 1.86680 -1.29351 -1.5 -0.5 -0.5
H 1.01167 -0.33426 3.20407 0.6 1.6 -0.7
H 2.49715 0.68041 2.81040 -1.8 0.3 -0.1
H 0.77216 1.50212 3.03923 0.9 -1.1 -0.9
H 2.15531 -1.50182 1.55646 0.0 1.2 -1.5
H 3.17412 -0.32539 0.55036 -1.5 -0.4 0.0
H 1.66664 -1.22917 -0.19976 1.0 0.8 1.1
H 1.10062 3.33827 1.30501 -0.6 -0.5 -0.5
H -0.08675 0.46658 -2.18105 2.1 0.7 -0.1
H 1.06537 0.25469 -4.62176 1.1 0.7 1.4
H 3.67974 1.02008 -4.93037 -0.9 0.1 1.9
C -4.43238 2.89795 -0.75134 -0.2 0.0 -0.2
C -3.03834 2.32146 -0.89064 -0.2 0.2 0.1
O -3.04196 1.17068 -1.75228 0.3 -0.4 0.1
C -2.93525 1.22821 -3.09369 -0.2 -0.5 -0.6
C -3.11947 2.54914 -3.78295 0.5 0.5 -0.2
O -2.76855 0.21217 -3.73372 0.0 0.6 0.8
H -4.81888 3.25064 -1.71044 0.1 0.1 0.1
H -4.43449 3.73445 -0.04908 0.0 -0.1 0.0
H -5.12731 2.13447 -0.39185 0.1 0.1 0.1
H -2.30808 3.06159 -1.22523 -0.1 -0.1 -0.1
H -2.69546 1.97069 0.08562 0.1 -0.2 -0.2
H -4.16883 2.66749 -4.05788 0.1 0.0 0.0
H -2.50898 2.55421 -4.68821 -0.2 -0.2 0.0
H -2.79361 3.40270 -3.19160 -0.2 0.0 0.1
C -1.88626 -3.34896 2.45432 -0.1 0.1 0.2
C -0.64226 -3.88717 1.77802 -0.3 0.1 0.1
O 0.54445 -3.34867 2.38250 0.3 0.1 -0.3
C 1.15053 -3.87264 3.46517 0.6 0.2 0.5
C 0.41830 -4.89189 4.28931 0.0 -0.7 -0.1
O 2.23973 -3.46463 3.80478 -0.8 -0.1 -0.6
H -1.93199 -3.64471 3.50511 0.0 -0.1 -0.1
H -2.78544 -3.71383 1.95301 0.1 0.0 0.0
H -1.88988 -2.25597 2.43283 0.0 -0.1 -0.1
H -0.61311 -4.97894 1.75735 0.0 0.1 0.1
H -0.62997 -3.55891 0.73593 0.2 0.1 0.2
H -0.12954 -4.38402 5.08468 0.0 0.0 -0.1
H 1.15168 -5.56741 4.73430 0.0 0.3 0.1
H -0.26135 -5.51706 3.71336 -0.2 0.2 0.1